115
Properties=species:S:1:pos:R:3:mulliken_charge:R:1 method="wB97M-V/def2-TZVPD" homo_lumo_gap_ev=10.46 smiles="CCCCO[C@H]1OS(=O)(=O)O[C@H]1CC(=O)OC(C)=O.O=C1OC[C@@H](F)O1.O=C1OC[C@@H](F)O1.O=C1OC[C@@H](F)O1.O=C1OC[C@@H](F)O1.O=C1OC[C@@H](F)O1.O=C1OC[C@@H](F)O1.O=C1OC[C@@H](F)O1.O=C1OC[C@@H](F)O1" energy_ev=-133992.7460 total_charge=0
C 10.1470 -0.6227 -2.8459 -0.959
C 8.6693 0.0623 -3.0835 -0.340
C 7.5832 -0.7817 -2.1895 -0.585
C 6.1970 -1.1575 -3.0454 -0.390
O 5.0731 -0.8276 -2.1562 -0.238
C 4.0431 -1.8772 -2.1364 -0.406
O 3.5235 -2.1197 -0.7502 -0.366
S 2.4322 -3.4047 -1.0636 1.105
O 1.4989 -3.3596 0.1697 -0.448
O 2.9714 -4.8444 -1.2453 -0.636
O 1.8723 -2.8897 -2.5898 -0.313
C 2.7317 -1.7762 -3.1138 0.395
C 1.7039 -0.5057 -3.0028 0.260
C 2.3787 0.8998 -2.4983 0.307
O 2.5057 1.0543 -1.1519 -0.308
O 2.7981 2.0021 -3.4084 -0.309
C 4.2460 2.2942 -3.2406 0.612
C 4.8950 3.0720 -1.9284 -0.645
O 5.1159 1.9555 -4.2095 -0.527
H 10.8703 -0.3743 -3.7379 0.305
H 10.5357 -0.2385 -1.8066 0.250
H 10.0693 -1.7934 -2.7843 0.268
H 8.6019 1.1850 -2.7378 0.225
H 8.3981 0.0711 -4.2451 0.308
H 8.0435 -1.8181 -1.8520 0.316
H 7.3346 -0.2068 -1.1750 0.258
H 6.1586 -0.4323 -3.9630 0.212
H 6.2087 -2.2556 -3.4491 0.341
H 4.4418 -2.9729 -2.3931 0.345
H 2.8261 -2.1096 -4.2495 0.318
H 1.1404 -0.2912 -4.0293 0.357
H 0.8485 -0.7943 -2.2362 -0.313
H 5.5930 2.3574 -1.3188 0.189
H 3.9654 3.3134 -1.2198 0.205
H 5.3772 4.1070 -2.2070 0.332
O -2.1870 2.8383 2.0177 -0.624
C -1.0317 2.4622 2.1255 0.485
O -0.3761 1.7181 1.1832 0.072
C 0.9629 1.6077 1.6223 -0.256
C 0.8404 1.8259 3.0917 0.458
F 1.9470 2.4264 3.5841 -0.341
O -0.2393 2.7253 3.2023 -0.340
H 1.5708 2.3739 1.1295 0.144
H 1.3749 0.6241 1.3809 0.197
H 0.6230 0.9176 3.6638 0.271
O -0.1014 -9.5447 1.7907 -0.542
C 0.2097 -8.5363 1.1789 0.522
O 1.3308 -8.4249 0.4030 -0.337
C 1.2556 -7.1627 -0.2286 -0.199
C 0.3599 -6.3972 0.6844 0.407
F -0.3717 -5.4927 -0.0043 -0.233
O -0.5129 -7.3812 1.1911 -0.322
H 0.8342 -7.2836 -1.2322 0.249
H 2.2463 -6.7086 -0.3165 0.214
H 0.8792 -5.9038 1.5129 0.252
O -0.5613 0.3086 -1.7335 -0.670
C -1.4097 -0.3095 -1.1123 0.657
O -2.1343 0.2126 -0.0760 -0.167
C -3.0887 -0.7681 0.2779 0.035
C -2.4610 -2.0249 -0.2204 0.335
F -3.4030 -2.9127 -0.6104 -0.329
O -1.7460 -1.6064 -1.3608 -0.388
H -4.0396 -0.5444 -0.2171 -0.069
H -3.2514 -0.7848 1.3589 0.122
H -1.7753 -2.4970 0.4913 0.325
O -5.8540 0.2167 -0.4647 -0.637
C -5.5429 1.2251 -1.0765 0.600
O -4.4218 1.3365 -1.8524 -0.109
C -4.4970 2.5987 -2.4840 -0.331
C -5.3926 3.3642 -1.5710 0.326
F -6.1243 4.2687 -2.2597 -0.363
O -6.2655 2.3802 -1.0643 -0.360
H -4.9184 2.4778 -3.4876 0.184
H -3.5063 3.0528 -2.5719 0.307
H -4.8734 3.8576 -0.7425 0.355
O -1.4928 -0.9396 4.0698 -0.486
C -2.2234 -1.9033 4.2291 0.500
O -2.7818 -2.6201 3.2064 -0.148
C -3.4414 -3.7189 3.8026 -0.471
C -3.6910 -3.2327 5.1893 0.334
F -3.6617 -4.2564 6.0718 -0.291
O -2.5890 -2.3925 5.4472 -0.318
H -2.7857 -4.5956 3.7726 0.264
H -4.3675 -3.9553 3.2717 0.315
H -4.6211 -2.6663 5.3057 0.283
O 1.5118 5.0516 9.3443 -0.528
C 1.7351 4.3788 8.3516 0.554
O 2.0713 4.8990 7.1319 -0.326
C 2.3725 3.7985 6.2976 -0.200
C 1.6295 2.6841 6.9517 0.430
F 2.2741 1.5083 6.7796 -0.302
O 1.6725 3.0180 8.3204 -0.333
H 3.4556 3.6368 6.2871 0.275
H 2.0348 3.9789 5.2735 0.133
H 0.5874 2.5889 6.6285 0.294
O -4.9398 6.8345 0.4181 -0.528
C -5.7882 6.2164 1.0393 0.535
O -6.5128 6.7384 2.0756 -0.338
C -7.4672 5.7577 2.4295 -0.448
C -6.8395 4.5010 1.9312 0.294
F -7.7815 3.6132 1.5412 -0.287
O -6.1245 4.9195 0.7908 -0.114
H -8.4181 5.9815 1.9345 0.285
H -7.6299 5.7411 3.5105 0.290
H -6.1538 4.0289 2.6429 0.285
O -5.0582 1.4820 -6.4224 -0.549
C -4.3726 0.5652 -6.0013 0.622
O -4.8602 -0.4869 -5.2756 -0.301
C -3.7822 -1.3840 -5.0991 -0.388
C -2.5946 -0.4976 -5.2583 0.682
F -1.5562 -1.1748 -5.7975 -0.318
O -3.0266 0.4681 -6.1898 -0.344
H -3.8324 -2.1665 -5.8637 0.306
H -3.8210 -1.8543 -4.1128 0.230
H -2.2773 -0.0020 -4.3346 0.081

83
Properties=species:S:1:pos:R:3:mulliken_spin:R:1 method="wB97M-V/def2-TZVPD" homo_lumo_gap_ev="5.85 / 6.16" spin_multiplicity=6 energy_ev=-163497.3706 de_lowest_kcal_mol=0.00 total_charge=+1
Ir 0.1497 0.5905 0.9190 2.215
O 4.5246 0.3182 1.8492 0.008
C 3.2136 0.2552 1.6299 0.007
O 2.6753 0.6388 0.6077 0.054
C 2.4516 -0.3815 2.7494 0.017
C 3.0551 -1.0046 3.8198 0.002
C 2.2371 -1.6321 4.7604 0.014
C 0.8712 -1.6317 4.5713 -0.006
C 0.3348 -0.9923 3.4572 0.039
N 1.1152 -0.3559 2.5853 0.051
C -1.1524 -1.0758 3.1343 -0.004
O -1.8856 -1.6078 3.9322 0.039
O -1.4683 -0.5891 1.9748 0.193
H 4.9500 0.7086 1.0676 -0.001
H 4.1300 -1.0049 3.9110 0.001
H 2.6753 -2.1265 5.6152 0.000
H 0.1828 -2.1267 5.2409 0.003
C 1.0249 -3.5773 -3.3421 0.020
Ge 1.4008 -2.0923 -2.1509 0.402
C 3.1205 -2.3527 -1.2933 0.073
C 1.2523 -0.3504 -3.0069 0.101
Ge -0.4747 -1.5857 -0.1846 0.415
C -2.1510 -1.7541 -1.1568 0.042
C -3.2748 -1.1292 -0.6114 0.042
C -4.5084 -1.2144 -1.2419 0.000
C -4.6332 -1.9104 -2.4345 0.009
C -3.5255 -2.5383 -2.9860 -0.001
C -2.2968 -2.4688 -2.3460 -0.017
C -0.0681 -3.2803 0.6696 0.187
C -1.0773 -4.2353 0.8215 0.047
C -0.8485 -5.3888 1.5573 -0.018
C 0.3905 -5.6109 2.1401 0.042
C 1.4044 -4.6726 1.9959 -0.023
C 1.1722 -3.5152 1.2713 -0.023
H 1.9649 -3.8543 -3.8222 0.015
H 0.3098 -3.2905 -4.1091 -0.001
H 0.6483 -4.4445 -2.8031 0.000
H 3.8737 -2.2454 -2.0774 0.009
H 3.1999 -3.3504 -0.8678 -0.004
H 3.3198 -1.6105 -0.5251 -0.024
H 2.0911 -0.2419 -3.6977 0.017
H 1.2930 0.4490 -2.2677 -0.025
H 0.3210 -0.2799 -3.5656 -0.001
H -3.1910 -0.5945 0.3267 -0.006
H -5.3743 -0.7430 -0.7972 -0.001
H -5.5939 -1.9745 -2.9271 0.000
H -3.6229 -3.0941 -3.9094 -0.001
H -1.4588 -2.9959 -2.7784 -0.014
H -2.0499 -4.0734 0.3734 0.009
H -1.6397 -6.1154 1.6793 -0.001
H 0.5659 -6.5142 2.7084 0.002
H 2.3713 -4.8456 2.4500 0.000
H 1.9671 -2.7848 1.1747 -0.013
C -2.5232 1.7059 -2.2903 0.025
C -2.9110 2.8839 -1.3948 -0.008
C -3.5642 2.4194 -0.0894 0.019
C -1.7670 3.8338 -1.1385 0.145
C -1.8231 5.1487 -1.5323 -0.059
C -0.7684 6.0233 -1.2592 0.202
C 0.3685 5.5925 -0.5706 -0.045
C 0.5027 4.2894 -0.1532 0.004
C 1.7327 3.8426 0.5925 -0.063
C 2.9497 3.8312 -0.3330 0.028
C 1.9800 4.7019 1.8336 0.010
C -0.5711 3.3829 -0.4656 0.217
O -0.5220 2.1315 -0.2184 0.490
H -3.4163 1.1280 -2.5334 0.003
H -1.8192 1.0312 -1.7992 0.007
H -2.0808 2.0522 -3.2247 -0.009
H -3.6547 3.4731 -1.9399 -0.001
H -2.8698 1.8502 0.5283 -0.004
H -4.4144 1.7747 -0.3122 0.002
H -3.9270 3.2666 0.4929 -0.006
H -2.6994 5.5114 -2.0518 0.005
H -0.8370 7.0546 -1.5769 -0.001
H 1.1564 6.3034 -0.3616 0.010
H 1.5692 2.8150 0.9372 0.142
H 3.1427 4.8273 -0.7341 -0.001
H 2.8098 3.1491 -1.1705 -0.004
H 3.8381 3.5214 0.2192 0.001
H 2.2511 5.7239 1.5680 0.000
H 2.8054 4.2867 2.4127 0.001
H 1.0993 4.7427 2.4736 -0.004

90
Properties=species:S:1:pos:R:3:mulliken_charge:R:1 method="wB97M-V/def2-TZVPD" homo_lumo_gap_ev=7.25 energy_ev=-71809.2096 de_lowest_kcal_mol=0.00 total_charge=+1
La -0.8121 -2.3224 -0.3561 1.576
C 2.9947 -1.5573 -0.0723 -1.859
N 1.8975 -2.5450 -0.1715 0.548
C 2.2567 -3.7840 -0.1658 -0.003
C 1.3304 -4.8654 -0.2248 -0.240
C 1.6162 -6.2376 -0.2991 -0.714
C 0.3791 -6.8686 -0.5092 -0.820
C -0.5868 -5.8738 -0.5270 -0.470
N -0.0319 -4.6430 -0.3755 0.360
C 3.6893 -1.2487 -1.3851 0.940
C 4.7506 -0.3174 -1.4486 -0.743
C 5.3853 -0.0599 -2.6509 -0.600
C 4.9417 -0.6826 -3.7989 -0.533
C 3.9500 -1.6374 -3.7407 -0.909
C 3.3369 -1.9048 -2.5312 0.207
H 3.7462 -1.9949 0.6629 0.444
H 2.6319 -0.6357 0.3922 0.226
H 3.3088 -4.0726 -0.0474 0.406
H 2.5785 -6.7443 -0.2299 0.480
H 0.2395 -7.9118 -0.6189 0.480
H -1.6644 -5.9450 -0.8063 0.374
H 5.1008 0.1596 -0.5616 0.603
H 6.1826 0.6453 -2.7001 0.469
H 5.3922 -0.4390 -4.7315 0.461
H 3.6655 -2.2556 -4.5677 0.468
H 2.5220 -2.6148 -2.4835 0.275
O -6.9978 -1.3922 -0.0540 -0.545
C -6.6605 -0.8087 -1.1873 0.405
O -7.4452 -0.2642 -1.9131 -0.565
C -5.1767 -0.8619 -1.5371 0.336
C -4.5720 -0.0472 -2.4499 -0.433
N -3.2628 -0.3747 -2.4963 -0.158
N -2.9825 -1.3390 -1.6214 -0.038
C -4.1287 -1.6240 -0.9836 -0.500
C -4.0222 -2.6286 0.1310 1.313
O -5.0149 -2.8738 0.8325 -0.810
O -2.8744 -3.1400 0.3092 -0.555
H -6.2786 -1.9915 0.3144 0.422
H -5.0588 0.7195 -3.0671 0.513
H -2.5459 0.0790 -3.0092 0.164
C 4.3223 3.1472 -1.3079 -0.712
C 3.5121 3.1325 -2.6264 -0.903
C 2.4139 2.0629 -2.6449 0.165
N 1.5361 2.2479 -1.4794 0.421
C 0.6012 1.4230 -1.0322 0.417
S 0.1961 0.0487 -1.9704 -0.610
N -0.0460 1.6767 0.1461 0.994
C 0.0175 2.7661 1.0271 0.326
O -0.0856 2.5970 2.2078 -0.531
C 0.0839 4.1383 0.4393 0.012
C 0.6804 5.1176 1.2468 -0.629
C 0.6865 6.4297 0.8330 -0.658
C 0.0826 6.7637 -0.3957 -0.456
C -0.4864 5.7931 -1.2005 -0.815
C -0.5273 4.4547 -0.7547 0.300
H 5.2015 3.8155 -1.3863 0.338
H 4.6871 2.1341 -1.1095 -0.092
H 3.7583 3.5105 -0.4748 0.361
H 4.1812 3.0050 -3.4965 0.442
H 3.0404 4.1128 -2.8174 0.409
H 2.8165 1.0248 -2.5597 -0.468
H 1.8067 2.0835 -3.5474 0.457
H 1.6646 3.0832 -0.9351 0.064
H -0.5402 0.8637 0.5148 -1.104
H 1.0392 4.8628 2.2154 0.548
H 1.1418 7.1850 1.4527 0.460
H 0.0998 7.8082 -0.7073 0.401
H -0.9898 6.0266 -2.1504 0.429
H -1.0458 3.6964 -1.3345 0.476
C -3.1748 0.8289 1.6596 -1.200
N -2.5207 0.2085 2.8268 0.398
C -3.1105 0.5207 4.1334 -0.616
C -2.2027 0.0237 5.2323 -0.764
C -1.7730 -1.4047 4.9344 -0.578
N -1.1235 -1.4542 3.6397 0.238
C -0.1436 -2.4851 3.3834 -1.032
C -1.5414 -0.6759 2.6107 -0.612
O -1.0554 -0.8179 1.4389 0.170
H -2.8501 1.8540 1.4967 0.250
H -4.2645 0.8450 1.8166 0.429
H -3.0032 0.2558 0.7439 0.168
H -4.0548 0.0026 4.1857 0.391
H -3.2910 1.5865 4.2598 0.355
H -2.7881 0.0655 6.1399 0.383
H -1.3563 0.6814 5.3636 0.326
H -2.6482 -2.0418 4.9481 0.270
H -1.0684 -1.7515 5.6970 0.414
H 0.8055 -2.0975 2.9974 0.209
H -0.5218 -3.2281 2.7226 0.373
H 0.0574 -3.0233 4.2979 0.405